Run a
This record from the Open Molecules 2025 dataset describes a molecular structure, C23H22N6NaO3. The level of theory is ωB97M-V/def2-TZVPD.

Values from the calculation:
HOMO energy: -4.96 eV

```
! wB97M-V def2-TZVPD RIJCOSX def2/J DEFGRID3
* xyz -1 1
Na 0.842 0.527 0.904
O 1.035 -1.384 4.419
O 2.230 3.219 -1.331
O 2.425 1.551 0.212
N -0.054 -0.539 2.544
N -0.109 3.175 0.659
N 1.883 -1.588 0.938
N 0.473 1.209 -2.420
N -2.121 0.613 1.218
N -0.173 -1.108 -1.345
C -4.002 2.255 2.419
C -3.030 1.273 0.487
C -0.186 0.420 -4.636
C -1.183 -1.793 -4.857
C -1.360 -3.180 -2.771
C 4.152 -2.303 0.631
C -2.141 0.742 2.549
C -0.499 -2.228 -0.742
C 3.288 -1.958 2.838
C -1.124 -0.048 3.374
C -0.030 0.272 -3.274
C 2.073 -1.592 2.268
C -0.769 -0.614 -5.410
C 4.340 -2.308 2.008
C 0.918 -1.151 3.190
C 2.097 2.722 -0.184
C -1.007 -1.993 -3.458
C -3.076 1.567 3.181
C -0.432 -0.978 -2.676
C -1.118 -3.297 -1.433
C -3.989 2.106 1.035
C 1.319 3.568 0.826
C 2.909 -1.933 0.146
H 0.641 0.867 -1.486
H -3.055 1.667 4.263
H 4.953 -2.553 -0.054
H 1.631 3.314 1.840
H 0.128 1.347 -5.108
H -1.664 -0.862 3.877
H -1.626 -2.577 -5.464
H 5.304 -2.575 2.427
H 1.082 1.962 -2.704
H -0.889 -0.457 -6.477
H 1.516 4.618 0.641
H -1.376 -4.204 -0.894
H -0.266 -2.283 0.325
H -0.376 3.347 -0.305
H -1.812 -3.996 -3.328
H 3.365 -1.946 3.917
H -0.719 3.733 1.241
H -4.727 2.908 2.895
H 2.723 -1.890 -0.926
H -2.955 1.146 -0.594
H -0.769 0.580 4.201
H -4.692 2.631 0.401
*
```

***

Run b
This record from the Open Molecules 2025 dataset describes a molecular structure, C23H22N6NaO3. The level of theory is ωB97M-V/def2-TZVPD.

Values from the calculation:
HOMO energy: -5.01 eV

```
! wB97M-V def2-TZVPD RIJCOSX def2/J DEFGRID3
* xyz -1 1
Na 0.545 0.671 0.294
O 1.540 -0.202 1.893
O 2.437 -0.095 3.954
O -1.867 3.921 -1.310
N -1.928 -1.034 -1.533
N -1.116 1.883 1.516
N -0.520 -1.895 2.873
N 1.308 0.336 -2.129
N -0.606 1.979 -1.191
N 0.283 -2.193 -0.477
C -2.632 3.856 2.732
C -2.077 2.832 3.486
C 1.024 0.997 -4.400
C -1.366 2.942 -0.712
C -1.318 1.874 2.831
C -2.404 3.886 1.369
C -1.621 -2.310 -1.919
C 2.598 -0.707 -3.860
C -2.052 -4.370 -3.126
C -0.130 -4.254 -1.697
C 1.686 -0.581 3.099
C 1.363 -2.732 0.035
C 2.228 -0.540 -2.540
C 1.975 0.089 -4.815
C -2.389 -3.043 -2.799
C -0.339 2.099 -2.591
C 1.041 -4.800 -1.120
C -0.950 -4.978 -2.600
C 0.705 1.099 -3.042
C -0.461 -2.933 -1.341
C 1.785 -4.046 -0.264
C -1.643 2.872 0.792
C 0.769 -1.751 3.542
H 2.685 -4.431 0.197
H -1.242 1.944 -3.205
H 1.327 -5.816 -1.371
H -3.266 -2.587 -3.243
H -0.378 -1.840 1.871
H -2.210 2.774 4.558
H 2.229 -0.002 -5.864
H 1.346 -2.668 3.368
H 2.686 -1.144 -1.761
H -3.225 4.627 3.210
H -2.687 -4.909 -3.819
H 0.511 1.636 -5.110
H -2.569 -0.517 -2.109
H 0.001 3.107 -2.875
H -0.827 1.076 3.378
H 1.914 -2.098 0.726
H -0.686 -5.997 -2.855
H -2.782 4.658 0.714
H 3.347 -1.441 -4.126
H -1.159 -0.480 -1.187
H -1.115 -1.107 3.098
H 0.628 -1.691 4.622
*
```

***

Computed relative energies in units of eV: run a 0.702; run b 0.000

***

Run a
This record from the Open Molecules 2025 dataset describes a gas-phase ion, C2H8NSe (charge +1). The level of theory is ωB97M-V/def2-TZVPD.

Values from the calculation:
HOMO energy: -13.60 eV
structure (SMILES): C[C@@H]([NH3+])[SeH]

```
! wB97M-V def2-TZVPD RIJCOSX def2/J DEFGRID3
* xyz 1 1
Se -1.902 0.560 0.946
N -0.252 -0.869 -1.062
C 0.965 0.625 0.576
C -0.310 0.414 -0.256
H 0.402 -1.650 -0.723
H 0.833 1.367 1.426
H -0.394 1.408 -0.865
H -1.269 -0.295 2.137
H 0.224 -0.810 -2.061
H -1.161 -1.298 -1.108
H 1.824 0.966 -0.068
H 1.040 -0.417 1.060
*
```

***

Run b
This record from the Open Molecules 2025 dataset describes a molecular structure, C2H8NSe. The level of theory is ωB97M-V/def2-TZVPD.

Values from the calculation:
HOMO energy: -14.70 eV

```
! wB97M-V def2-TZVPD RIJCOSX def2/J DEFGRID3
* xyz 1 1
Se -0.682 0.840 1.475
N 0.538 -1.286 0.272
C -0.223 -0.240 0.143
C -1.005 -0.089 -1.136
H -1.980 -0.472 -1.029
H 1.463 2.070 0.463
H 0.917 -1.840 -0.456
H 0.788 -1.600 1.181
H 1.362 1.604 -0.220
H 0.381 0.579 2.485
H -0.419 -0.518 -1.925
H -1.139 0.952 -1.251
*
```

***

Computed relative energies in units of eV: run a 0.000; run b 0.592

***

Run a
This record from the Open Molecules 2025 dataset describes 9 unconnected molecules or ions with the total composition FH16O8. The level of theory is ωB97M-V/def2-TZVPD.

Values from the calculation:
HOMO energy: -6.83 eV

```
! wB97M-V def2-TZVPD RIJCOSX def2/J DEFGRID3
* xyz -1 1
F -0.343 0.128 -0.079
O -0.436 2.542 0.777
O 1.829 -0.289 1.533
O 2.623 -1.291 -1.084
O -2.370 -0.066 1.454
O 1.038 0.432 -2.252
O -2.113 0.515 -2.188
O -0.543 -0.242 3.334
O -0.402 -2.456 -0.668
H 2.499 0.421 1.651
H 3.215 -1.650 -1.807
H 0.152 2.573 1.533
H -1.717 0.487 -1.301
H 2.056 -0.618 -1.521
H -0.424 1.574 0.490
H -2.719 -0.800 0.978
H -1.612 0.118 0.848
H 0.871 1.257 -2.697
H 0.458 0.377 -1.471
H -1.987 1.412 -2.486
H -1.419 -0.309 2.874
H 0.110 -0.057 2.695
H -0.399 -1.502 -0.264
H 0.409 -2.469 -1.130
H 1.214 -0.094 0.775
*
```

***

Run b
This record from the Open Molecules 2025 dataset describes 9 unconnected molecules or ions with the total composition FH16O8. The level of theory is ωB97M-V/def2-TZVPD.

Values from the calculation:
HOMO energy: -6.88 eV

```
! wB97M-V def2-TZVPD RIJCOSX def2/J DEFGRID3
* xyz -1 1
F 17.245 -8.860 -4.849
O 14.990 -8.726 -2.809
O 19.943 -9.609 -7.153
O 16.802 -5.947 -4.753
O 16.801 -11.225 -5.561
O 17.658 -8.421 -2.504
O 19.132 -7.255 -5.229
O 15.250 -8.311 -6.436
O 19.555 -10.204 -4.400
H 17.160 -5.075 -4.699
H 19.673 -9.674 -6.256
H 18.403 -7.878 -5.100
H 15.602 -7.825 -7.161
H 17.135 -11.201 -6.494
H 15.896 -8.532 -2.944
H 16.854 -10.291 -5.319
H 16.042 -8.407 -5.827
H 17.562 -6.507 -4.785
H 19.238 -6.962 -6.118
H 20.083 -9.397 -4.429
H 14.713 -9.302 -3.527
H 17.805 -7.455 -2.292
H 20.743 -10.139 -7.124
H 18.677 -9.937 -4.646
H 17.565 -8.547 -3.496
*
```

***

Computed relative energies in units of eV: run a 0.000; run b 0.426

***

Run a
This record from the Open Molecules 2025 dataset describes 2 unconnected molecules or ions with the total composition C3HFO. The level of theory is ωB97M-V/def2-TZVPD.

Values from the calculation:
HOMO energy (alpha / beta): -9.57 / -8.76 eV

```
! wB97M-V def2-TZVPD RIJCOSX def2/J DEFGRID3
* xyz 0 1
F 0.524 -2.151 -0.040
O 2.255 0.632 0.027
C 1.136 0.438 -0.128
C -0.164 0.252 -0.108
C -1.397 0.270 -0.027
H -2.353 0.558 0.275
*
```

***

Run b
This record from the Open Molecules 2025 dataset describes 2 unconnected molecules or ions with the total composition C3HFO. The level of theory is ωB97M-V/def2-TZVPD.

Values from the calculation:
HOMO energy (alpha / beta): -10.50 / -10.32 eV

```
! wB97M-V def2-TZVPD RIJCOSX def2/J DEFGRID3
* xyz 0 1
F 0.722 -2.185 -0.236
O 2.367 -0.712 -0.713
C -1.516 1.306 0.458
C 1.294 -1.025 -0.388
C -0.528 0.707 0.156
H -2.339 1.909 0.724
*
```

***

Computed relative energies in units of eV: run a 0.000; run b 0.533

***

Run a
This record from the Open Molecules 2025 dataset describes C11H17N5O4 in the gas phase. The level of theory is ωB97M-V/def2-TZVPD.

Values from the calculation:
HOMO energy: -8.71 eV
structure (SMILES): NC(=O)CC[C@H](NC(=O)[C@@H](N)Cc1c[nH]cn1)C(=O)O

```
! wB97M-V def2-TZVPD RIJCOSX def2/J DEFGRID3
* xyz 0 1
O 5.337 0.790 0.654
O 2.391 -3.208 -0.794
O 1.728 -1.806 -2.318
O -0.890 -1.556 2.417
N 0.718 -1.629 0.862
N -4.152 1.467 0.535
N -5.183 0.677 -1.282
N 4.917 2.915 -0.060
N -1.217 0.168 -0.695
C -4.799 1.720 -0.566
C -4.815 -0.432 -0.571
C -1.406 -0.148 0.685
C 3.283 0.952 -0.242
C 1.631 -1.007 -0.195
C -0.445 -1.121 1.347
C -4.134 0.056 0.512
C 4.576 1.543 0.163
C 1.905 -2.038 -1.192
C -2.910 -0.690 1.055
C 2.849 -0.315 0.439
H 2.269 -3.392 0.186
H 0.884 -0.358 -0.687
H 5.836 2.931 -0.333
H 3.262 0.743 -1.295
H -5.686 1.082 -2.100
H -1.348 0.733 1.400
H 1.155 -2.165 1.471
H -4.887 -1.448 -0.934
H 2.480 1.731 0.090
H -2.765 -0.564 2.181
H -2.968 -1.726 0.671
H -1.201 1.181 -0.898
H 3.625 -0.962 0.304
H 2.673 -0.274 1.588
H -1.945 -0.249 -1.181
H 4.275 3.589 -0.372
H -5.042 2.811 -0.842
*
```

***

Run b
This record from the Open Molecules 2025 dataset describes C11H17N5O4 in the gas phase. The level of theory is ωB97M-V/def2-TZVPD.

Values from the calculation:
HOMO energy: -9.31 eV
structure (SMILES): NC(=O)CC[C@H](N)C(=O)N[C@@H](Cc1c[nH]cn1)C(=O)O

```
! wB97M-V def2-TZVPD RIJCOSX def2/J DEFGRID3
* xyz 0 1
O 0.947 -1.049 -3.096
O -0.319 -1.094 2.061
O -0.383 -2.674 -2.619
O -3.975 2.703 3.666
N -1.007 1.503 -0.291
N 4.990 -0.953 -1.527
N 2.944 -0.281 -1.533
N -0.936 -1.280 -0.228
N -2.455 3.978 2.473
C 4.154 -0.082 -2.070
C 0.275 -1.766 -2.227
C -3.723 2.114 1.312
C 0.391 -1.220 -0.844
C 2.889 -1.424 -0.778
C -1.416 0.950 1.004
C 1.629 -1.770 -0.032
C -2.840 0.799 1.478
C 4.160 -1.970 -0.718
C -0.874 -0.655 1.029
C -3.435 2.982 2.640
H -1.198 2.459 -0.505
H -3.521 2.620 0.443
H -3.294 -0.127 0.995
H -0.794 1.322 1.741
H -2.620 0.387 2.603
H 1.728 -1.146 0.873
H 1.496 -2.774 0.255
H -1.121 -2.232 -0.378
H 0.703 -0.137 -0.818
H 4.483 0.764 -2.633
H 4.642 -2.789 -0.226
H -2.222 4.685 3.116
H -4.732 1.890 1.413
H 5.990 -1.070 -1.853
H -1.307 0.874 -0.990
H -2.010 4.074 1.602
H 1.605 -0.389 -2.751
*
```

***

Computed relative energies in units of eV: run a 0.342; run b 0.000

***

Run a
This record from the Open Molecules 2025 dataset describes 2 unconnected molecules or ions with the total composition C3H8NO. The level of theory is ωB97M-V/def2-TZVPD.

Values from the calculation:
HOMO energy (alpha / beta): 4.43 / 0.15 eV
expectation value of S²: 0.75

```
! wB97M-V def2-TZVPD RIJCOSX def2/J DEFGRID3
* xyz -2 2
O -0.691 1.926 -0.262
N 0.560 -1.553 0.143
C 0.778 -2.594 1.177
C -0.338 2.555 -1.444
C -0.270 -0.611 0.455
H -0.092 -2.695 1.831
H -1.007 -0.744 1.258
H 0.944 -3.543 0.665
H 0.759 2.517 -1.661
H 1.667 -2.328 1.750
H -0.603 3.623 -1.447
H -0.841 2.121 -2.342
H -0.241 0.414 -0.090
*
```

***

Run b
This record from the Open Molecules 2025 dataset describes 2 unconnected molecules or ions with the total composition C3H8NO. The level of theory is ωB97M-V/def2-TZVPD.

Values from the calculation:
HOMO energy (alpha / beta): 4.35 / 0.47 eV
expectation value of S²: 0.75

```
! wB97M-V def2-TZVPD RIJCOSX def2/J DEFGRID3
* xyz -2 2
O 1.414 -0.618 -1.619
N -0.464 0.540 1.901
C -0.068 0.874 0.732
C -1.344 -0.575 2.037
C 0.588 -0.060 -2.536
H -1.239 -1.237 2.899
H 0.766 -0.477 -3.563
H 0.819 1.036 -2.774
H 0.112 0.186 -0.101
H -1.451 -1.238 1.155
H -0.476 -0.173 -2.216
H 0.271 1.917 0.672
H -2.393 -0.177 2.144
*
```

***

Computed relative energies in units of eV: run a 0.000; run b 0.094